{"formula": "C14H24F18N3O16S6Y", "method": "ωB97M-V/def2-TZVPD", "multiplicity": 1, "total_charge": 0, "e_homo_ha": -0.4030, "elements": ["Y", "S", "S", "S", "S", "S", "S", "F", "F", "F", "F", "F", "F", "F", "F", "F", "F", "F", "F", "F", "F", "F", "F", "F", "F", "O", "O", "O", "O", "O", "O", "O", "O", "O", "O", "O", "O", "O", "O", "O", "O", "N", "N", "N", "C", "C", "C", "C", "C", "C", "C", "C", "C", "C", "C", "C", "C", "C", "H", "H", "H", "H", "H", "H", "H", "H", "H", "H", "H", "H", "H", "H", "H", "H", "H", "H", "H", "H", "H", "H", "H", "H"], "positions_angstrom": [[-5.2172, -22.7558, 12.9995], [-8.4483, -24.1594, 13.7814], [-2.5275, -23.7368, 10.8352], [-8.2017, -22.9285, 11.5600], [-3.0848, -20.5619, 13.3524], [-4.3894, -25.4728, 11.2173], [-4.7747, -19.1240, 12.0800], [-6.3489, -25.5936, 9.3038], [-0.9691, -23.0672, 12.9595], [-3.7125, -18.3095, 14.7156], [-3.8265, -20.1025, 15.9147], [-8.4149, -26.2357, 11.9461], [-4.1145, -19.0484, 9.3288], [-7.2200, -26.6194, 13.7041], [-7.7103, -20.4992, 11.8803], [-9.3981, -20.9244, 13.0586], [-4.6116, -24.3859, 8.6871], [-6.0334, -18.3634, 9.8098], [-1.3563, -25.3070, 12.8988], [-1.8758, -19.2900, 15.3466], [-9.4466, -20.8224, 10.8143], [-9.3798, -26.6442, 13.9813], [0.0194, -24.4684, 11.6070], [-5.5529, -20.4817, 9.6995], [-4.5033, -26.5597, 8.7949], [-5.9871, -21.8820, 15.1581], [-3.2945, -26.4426, 11.3937], [-4.3473, -24.3905, 14.4499], [-9.8786, -23.6831, 13.7256], [-1.9361, -20.3008, 12.5309], [-3.5881, -18.3234, 12.0461], [-4.9749, -22.4924, 17.8692], [-1.7049, -24.1972, 15.7543], [-7.0786, -22.6813, 10.7074], [-3.0461, -21.9337, 13.8504], [-7.8836, -24.1705, 15.1339], [-2.3662, -22.3423, 10.4335], [-5.4886, -25.6504, 12.1259], [-9.3366, -23.7511, 11.1239], [-2.2731, -24.6298, 9.7354], [-5.9215, -18.4617, 12.6967], [-4.6572, -20.6370, 12.5938], [-7.3080, -23.3914, 12.9672], [-3.8704, -23.8211, 11.6403], [-5.1730, -21.9498, 20.2148], [-4.4988, -21.6590, 18.9318], [-8.8099, -21.1611, 11.8890], [-4.7027, -25.4587, 15.2678], [-3.8825, -26.6840, 14.8361], [-3.1403, -19.5040, 14.9393], [-7.8316, -20.9445, 16.3083], [-4.9938, -25.4922, 9.3433], [-6.7518, -20.6897, 15.2939], [-1.4271, -25.1896, 16.7383], [-8.3505, -26.0484, 13.3053], [-1.1092, -24.2029, 12.1639], [-5.1284, -19.2436, 10.1132], [-0.3941, -24.7861, 17.6769], [-8.4577, -20.0855, 16.5500], [-7.1873, -20.3587, 14.3510], [-5.0297, -23.0051, 20.4466], [-7.5250, -21.4454, 17.2265], [-0.7808, -23.8951, 18.1715], [-0.2055, -25.6750, 18.2790], [-8.6174, -21.5564, 15.8653], [-5.7741, -25.6579, 15.2896], [-4.2726, -27.0389, 13.8822], [0.4800, -24.4218, 17.1371], [-5.8182, -22.0551, 16.0871], [-2.3339, -25.4705, 17.2740], [-5.3923, -23.2341, 18.3134], [-3.4227, -21.5459, 19.0632], [-4.7064, -20.6079, 18.7310], [-6.2594, -19.8501, 15.7846], [-3.8291, -27.4718, 15.5875], [-2.8181, -26.5249, 14.6630], [-0.8777, -24.0173, 15.3017], [-6.2515, -21.8125, 20.1374], [-1.0815, -26.0958, 16.2406], [-4.4988, -25.2434, 16.3167], [-4.9019, -21.3304, 21.0697], [-3.4664, -24.1998, 14.7805]], "lowdin_charge": [1.508, 0.663, 0.592, 0.710, 0.715, 0.759, 0.611, 0.134, 0.066, 0.136, 0.149, 0.104, 0.184, 0.129, 0.139, 0.174, 0.143, 0.174, 0.113, 0.159, 0.213, 0.121, 0.194, 0.086, 0.197, -0.162, -0.274, -0.166, -0.288, -0.212, -0.271, -0.069, -0.075, -0.314, -0.380, -0.320, -0.277, -0.331, -0.251, -0.274, -0.283, -0.367, -0.414, -0.404, -0.095, -0.322, -0.710, -0.267, -0.046, -0.590, -0.064, -0.605, -0.283, -0.351, -0.553, -0.568, -0.630, -0.087, 0.091, 0.098, 0.082, 0.082, 0.085, 0.095, 0.069, 0.099, 0.062, 0.087, 0.059, 0.117, 0.086, 0.115, 0.109, 0.114, 0.085, 0.059, 0.083, 0.082, 0.115, 0.107, 0.090, 0.059]}

{"formula": "C14H24F3NO5", "method": "ωB97M-V/def2-TZVPD", "smiles": "O=C([O-])[N@@H+]1CCO[C@@H](C(F)(F)F)C1.C1CCOC1.C1CCOC1", "multiplicity": 1, "total_charge": 0, "e_homo_ha": -0.3439, "elements": ["F", "F", "F", "O", "O", "O", "O", "O", "N", "C", "C", "C", "C", "C", "C", "C", "C", "C", "C", "C", "C", "C", "C", "H", "H", "H", "H", "H", "H", "H", "H", "H", "H", "H", "H", "H", "H", "H", "H", "H", "H", "H", "H", "H", "H", "H", "H"], "positions_angstrom": [[-2.0228, 2.8900, -1.8726], [-1.6536, 1.8151, -0.0187], [-3.1723, 1.1154, -1.4192], [2.8690, 2.7923, -2.1858], [2.2250, -3.9377, -0.8371], [-0.6629, -0.3030, -1.2162], [-3.1599, 2.4892, 4.5380], [2.5385, 2.9035, 0.0279], [1.2604, 1.4467, -1.1859], [-2.7678, 4.7649, 4.0267], [2.3738, 2.5244, -1.1128], [-2.7456, 3.9591, 2.7301], [-0.9054, 0.8066, -2.0366], [0.3589, 1.5943, -2.3619], [-3.4885, 3.8110, 4.9706], [1.7882, 0.0664, -1.2503], [2.9322, -5.8919, -1.9695], [-2.5381, 2.5443, 3.2526], [0.6029, -0.9164, -1.3754], [1.6429, -5.0636, -0.1683], [1.6812, -6.2194, -1.1579], [2.8645, -4.3735, -2.0418], [-1.9476, 1.6618, -1.3208], [0.8559, 1.0906, -3.1813], [3.8244, -6.2033, -1.4228], [-4.5751, 3.9361, 4.9066], [-1.9709, 4.2702, 2.0312], [2.2410, -5.2822, 0.7218], [2.4245, 0.0369, -2.1269], [-3.7113, 4.0364, 2.2250], [2.9546, -6.3601, -2.9517], [-2.9789, 1.7847, 2.6062], [0.6311, -4.8097, 0.1491], [1.7154, -7.1913, -0.6696], [2.2582, -4.0453, -2.8943], [2.3899, -0.1462, -0.3761], [3.8471, -3.9069, -2.1159], [0.6855, -1.4994, -2.2919], [0.1966, 2.6279, -2.6255], [-3.2665, 5.7287, 3.9377], [-1.3772, 0.5334, -2.9838], [-1.4727, 2.3200, 3.3760], [0.6936, -1.6329, -0.5691], [0.6967, 1.5522, -0.3426], [-1.7476, 4.9398, 4.3745], [-3.1875, 3.9340, 6.0113], [0.8003, -6.1931, -1.8030]], "nbo_charge": [-0.322, -0.321, -0.313, -0.688, -0.553, -0.497, -0.538, -0.680, -0.438, -0.431, 0.870, -0.431, -0.001, -0.248, -0.066, -0.244, -0.431, -0.067, -0.094, -0.067, -0.431, -0.067, 0.961, 0.228, 0.205, 0.162, 0.220, 0.170, 0.227, 0.200, 0.221, 0.183, 0.185, 0.222, 0.159, 0.239, 0.188, 0.180, 0.267, 0.216, 0.204, 0.164, 0.227, 0.440, 0.203, 0.183, 0.202]}

{"formula": "C14H24FNO10PS", "method": "ωB97M-V/def2-TZVPD", "multiplicity": 1, "total_charge": -1, "e_homo_ha": -0.1511, "elements": ["S", "P", "F", "O", "O", "O", "O", "O", "O", "O", "O", "O", "O", "N", "C", "C", "C", "C", "C", "C", "C", "C", "C", "C", "C", "C", "C", "C", "H", "H", "H", "H", "H", "H", "H", "H", "H", "H", "H", "H", "H", "H", "H", "H", "H", "H", "H", "H", "H", "H", "H", "H"], "positions_angstrom": [[-0.5957, 3.4305, -2.6447], [2.9784, 2.4660, -1.5592], [-3.7665, -4.1842, -0.1239], [3.3156, 1.4757, -0.2627], [0.3388, -1.1429, 3.0327], [-0.6373, 0.8586, -2.1524], [-1.4334, -6.3094, 0.6107], [-1.5855, -2.4316, -0.8276], [4.4407, 2.7066, -2.3648], [0.3409, 1.1304, 3.4521], [1.6822, -2.3659, -1.5321], [-2.4516, -1.0890, -2.5233], [2.5758, 3.8012, -1.0007], [-0.4889, -4.6320, -0.8183], [0.6053, -0.5031, -0.3530], [-1.5885, -3.7530, -1.3799], [1.0211, -0.5107, 5.2406], [-0.8966, 2.1432, 1.5950], [-0.7421, -0.1093, -1.0927], [0.2640, 1.9163, -1.9268], [-1.2483, -1.4529, -1.8040], [-1.0297, 1.3514, 2.9638], [1.6977, -1.1887, -1.2418], [-0.9882, -5.4352, -0.0118], [0.5395, -0.2106, 3.7688], [1.6567, 1.8038, -2.7009], [-1.8267, 0.1950, 0.0152], [-1.9344, 1.6993, 0.4900], [-2.9620, 1.8148, 0.9588], [5.0406, 3.0735, -1.6807], [1.0153, -1.6197, 5.3914], [-2.9159, -1.8944, -2.8101], [-2.5877, -4.2869, -1.1103], [-2.8666, -0.1412, -0.2562], [-1.6188, 0.4021, 2.8778], [4.0889, 0.9013, -0.4195], [0.3221, -1.2623, 0.4373], [1.0112, 0.3756, 0.2342], [2.5923, -0.6107, -1.6532], [2.0209, -0.0335, 5.4359], [-1.1042, 3.2297, 1.8467], [-1.5408, 1.9670, 3.7658], [0.2835, 0.0194, 5.9164], [0.4447, 2.1886, -0.8561], [-0.5358, -1.8298, -2.5858], [-1.5583, -0.4127, 0.9322], [1.8778, 0.7922, -3.1285], [-1.9072, 2.4379, -0.3575], [1.6459, 2.5165, -3.5796], [-1.5458, -3.7319, -2.5167], [0.3759, 4.3451, -2.9760], [0.1804, 2.0997, 1.2857]], "nbo_charge": [-0.075, 2.256, -0.906, -0.976, -0.560, -0.536, -0.507, -0.528, -0.978, -0.556, -0.495, -0.757, -1.099, -0.622, -0.588, 0.010, -0.726, -0.430, 0.265, 0.021, 0.368, -0.082, 0.432, 0.897, 0.814, -0.827, -0.447, -0.415, 0.208, 0.501, 0.242, 0.485, 0.316, 0.265, 0.209, 0.504, 0.305, 0.230, 0.080, 0.231, 0.208, 0.180, 0.227, 0.220, 0.160, 0.231, 0.269, 0.220, 0.273, 0.129, 0.138, 0.215]}

{"formula": "C14H24N4O6S2SiTi", "method": "ωB97M-V/def2-TZVPD", "multiplicity": 2, "total_charge": 1, "e_homo_ha": [-0.3713, -0.4171], "de_lowest_kcal_mol": 31.6, "elements": ["Ti", "S", "S", "Si", "O", "O", "O", "O", "O", "O", "N", "N", "N", "N", "C", "C", "C", "C", "C", "C", "C", "C", "C", "C", "C", "C", "C", "C", "H", "H", "H", "H", "H", "H", "H", "H", "H", "H", "H", "H", "H", "H", "H", "H", "H", "H", "H", "H", "H", "H", "H", "H"], "positions_angstrom": [[-0.0033, -0.2428, 0.6222], [-2.4337, -0.8442, 0.5075], [0.1797, -3.1994, 2.0121], [-0.1702, 1.5045, 3.2414], [3.3499, 3.4548, 0.7833], [0.6518, 2.9393, -0.0863], [5.3002, 2.5566, 0.2937], [0.1582, -2.2379, 0.8234], [0.2023, 0.1846, 2.2758], [-0.3357, 0.9954, -0.6176], [-2.8971, -2.6352, -1.5062], [-1.8353, -0.8810, -2.1683], [2.9910, -0.9643, -0.2304], [1.7812, -0.4140, -0.3938], [-1.7168, 2.2587, 2.4799], [-2.6733, -2.7756, -2.8641], [-1.1641, -2.7050, 3.1063], [3.3250, 1.1888, 0.0913], [3.9590, 2.4998, 0.4232], [-2.0107, -1.6788, -3.2781], [1.5390, -2.6163, 3.0472], [0.7262, 1.7600, -0.3000], [1.9491, 0.9161, -0.1836], [1.3020, 2.6505, 3.3459], [-2.3700, -1.4692, -1.0787], [-0.5603, 0.7680, 4.9379], [-3.5663, -3.5994, -0.6536], [3.9319, -0.0412, 0.0251], [-2.4890, 1.5047, 2.3180], [-4.3554, -4.0915, -1.2160], [3.1333, -1.9370, -0.4430], [1.4442, -1.5378, 3.1294], [-1.0543, -3.2364, 4.0517], [-0.5666, 1.5632, 5.6867], [-3.0037, -3.6385, -3.4146], [-1.5417, 0.2894, 4.9634], [5.6967, 1.7581, -0.0666], [-3.9988, -3.0766, 0.1944], [1.5463, 3.0990, 2.3833], [1.4877, -3.0881, 4.0276], [-1.1059, -1.6308, 3.2542], [4.9619, -0.3352, 0.1517], [-1.4884, 2.7269, 1.5195], [-2.1090, -2.9750, 2.6438], [-1.6572, -1.3939, -4.2523], [-2.8611, -4.3480, -0.2917], [2.1881, 2.1308, 3.7189], [-1.4278, 0.0445, -2.1302], [0.1901, 0.0360, 5.2465], [1.0797, 3.4638, 4.0408], [-2.1319, 3.0294, 3.1328], [2.4725, -2.8999, 2.5643]], "nbo_charge": [1.404, -0.189, 1.274, 1.857, -0.498, -0.507, -0.653, -0.957, -1.096, -0.733, -0.331, -0.513, -0.309, -0.303, -1.146, -0.068, -0.817, -0.230, 0.773, -0.051, -0.817, 0.672, 0.058, -1.153, 0.277, -1.135, -0.411, 0.019, 0.239, 0.229, 0.431, 0.269, 0.252, 0.254, 0.246, 0.235, 0.479, 0.244, 0.279, 0.255, 0.263, 0.238, 0.264, 0.260, 0.247, 0.214, 0.238, 0.468, 0.230, 0.256, 0.256, 0.240]}

no.,electronic energy (eV)
1,-167102.0721
2,-34786.3330
3,-59713.7741
4,-85815.5640